Formula: C8H18F2HgNO16S2
Source: OMol25
Level of theory: ωB97M-V/def2-TZVPD

- orbital gap (Ha) = 0.06501
- multiplicity = 1
- LUMO energy (eV) = 3.61
- total charge = -3

Last column: natural (NBO) charge in e.
Cartesian coordinates (Å):
O  -14.3605  13.9556  -14.6476  -0.767
O  -17.7581  16.7117  -21.1401  -0.732
H  -15.2492  13.6454  -16.5436  0.197
H  -26.8785  10.4082  -17.8164  0.160
Hg  -21.4476  11.6934  -19.1337  0.002
O  -22.2470  17.3339  -18.3989  -0.673
H  -22.3422  20.2628  -18.3724  0.148
C  -17.6658  15.6260  -21.7926  0.891
O  -17.4610  6.9316  -17.7575  -0.963
O  -17.9043  13.9417  -15.7394  -0.702
H  -23.4997  17.9951  -16.8700  0.170
H  -21.6171  17.8612  -18.8957  0.444
O  -22.3187  10.1543  -23.6208  -0.540
H  -16.8454  14.2167  -13.9774  0.145
H  -17.9949  14.8795  -15.9233  0.465
O  -23.6224  8.6428  -24.3986  -0.657
H  -16.6566  12.6844  -14.6589  0.189
H  -13.4918  13.8587  -15.0446  0.466
C  -22.6321  9.3676  -24.5101  0.888
F  -17.0717  8.6837  -19.3400  -0.501
S  -17.6866  7.2572  -19.2027  2.407
H  -15.4315  15.3431  -15.7965  0.168
C  -16.7202  13.7338  -14.9466  -0.073
F  -21.2412  6.3604  -19.1435  -0.515
H  -27.6407  11.8378  -17.2077  0.149
O  -19.7754  5.4377  -20.9134  -0.892
C  -15.4205  14.2616  -15.6610  -0.089
O  -17.1629  15.6683  -22.9241  -0.646
C  -23.1022  18.3435  -17.8233  -0.100
N  -19.1483  7.6965  -19.3993  -1.014
O  -22.0368  9.4838  -25.5762  -0.607
H  -23.8711  18.4687  -18.5856  0.167
H  -20.6185  18.8882  -17.8139  0.463
O  -18.3030  14.6145  -21.5091  -0.598
H  -24.2754  10.1720  -15.5429  0.461
C  -26.6651  11.3807  -17.3730  -0.085
H  -26.2820  11.8608  -19.2475  0.471
H  -26.2224  10.2395  -15.4869  0.156
S  -19.7044  6.0550  -19.5922  2.335
C  -25.8766  11.1299  -16.0120  -0.076
O  -21.0298  19.2727  -17.0364  -0.692
H  -26.0602  11.9354  -15.3009  0.148
O  -19.3899  5.1108  -18.5422  -0.927
O  -25.8337  11.9632  -18.4048  -0.698
O  -24.4504  10.8720  -16.1761  -0.686
O  -16.9456  6.5182  -20.1885  -0.931
H  -22.7249  20.1540  -16.6481  0.172
C  -22.3147  19.6108  -17.4994  -0.101